Record 1
# C4H10ClOPS2

A cluster of 2 separate species, C4H10ClOPS2 in total at a distorted geometry (wB97M-V/def2-TZVPD, the Open Molecules 2025 dataset).

Output
HOMO (alpha / beta) ... -8.8 / -8.5 eV
LUMO (alpha / beta) ... -1.8 / -1.7 eV
E ... -1831.51584 a.u.
Total charge ... 0

```
19
Properties=species:S:1:pos:R:3:forces:R:3
Cl -3.242652 -4.527948 1.008370 0.047 0.438 -0.996
S -1.047307 0.487491 -0.755462 -0.458 -0.885 0.271
S -0.343783 -2.394360 2.052195 -0.742 0.247 -0.867
P -1.809433 -2.041000 0.803941 2.107 0.774 -0.150
O -3.156506 -1.556309 1.484845 -0.357 0.471 0.299
C -2.453120 -3.417317 -0.225031 1.282 -1.364 1.698
C 0.380220 0.903788 0.249459 0.853 -2.604 0.869
C 1.719292 0.154680 -0.186409 -1.367 1.185 0.144
C 0.539037 2.319304 0.721869 2.060 -0.836 -0.327
H 0.340556 3.107489 0.037406 0.102 0.548 -0.674
H 1.306754 -0.817149 -0.536909 1.097 0.593 -0.258
H 0.089600 0.307948 1.158173 0.284 0.438 -0.341
H -2.925530 -1.007121 2.255621 -0.264 -0.122 -0.185
H -3.091487 -3.025363 -0.947087 -1.663 0.470 -0.962
H 2.224861 0.840370 -0.932223 -0.269 -1.382 0.545
H -1.716214 -4.053428 -0.740663 0.076 0.697 0.461
H 1.521758 2.386062 1.226436 0.030 0.274 -0.864
H -0.046219 2.390623 1.546637 -2.439 0.818 2.242
H 2.346295 -0.007526 0.728038 -0.379 0.241 -0.906
```
Forces are in eV/Å.

Record 2
# C26H28N7O3Sc

A structure of composition C26H28N7O3Sc (wB97M-V/def2-TZVPD, the Open Molecules 2025 dataset).

Output
HOMO ... -13.5 eV
LUMO ... -5.8 eV
E ... -2377.04253 a.u.
Total charge ... +2

```
65
Properties=species:S:1:pos:R:3:forces:R:3
Sc -0.672795 -0.380278 0.532462 -0.088 -0.024 -0.337
O -2.342755 -0.577618 -0.637441 -0.692 0.034 -0.385
O -0.540678 1.151643 -1.398806 -0.013 -0.132 0.141
O 0.466788 -1.147742 -1.070117 0.216 -0.135 -0.094
N 2.245600 -0.911194 -2.437754 0.114 0.120 -0.065
N -0.307044 -2.303324 1.432269 -0.002 -0.106 0.055
N 2.029816 -1.865548 1.884037 -0.252 -0.221 -0.109
N 1.021869 0.280733 1.440496 0.282 0.142 0.543
N -1.525011 1.500638 1.352218 0.044 0.044 0.029
N -3.905553 0.027960 -2.143559 -0.102 0.018 -0.187
N 0.589240 2.621005 1.738122 -0.329 0.043 -0.018
C -1.002098 -4.557939 1.004451 0.055 -0.070 0.032
C -0.765309 2.616401 1.450717 0.223 0.040 0.082
C 3.041142 0.230858 2.592286 0.016 -0.299 -0.119
C -4.357197 0.792157 -3.315463 0.031 -0.120 0.138
C 3.365862 2.562905 3.122020 0.056 0.036 0.017
C -1.271580 -3.234684 1.208088 0.142 0.142 0.031
C 1.173549 -0.449579 -1.841996 -0.071 -0.067 0.061
C 3.108847 -0.093484 -3.298373 -0.090 -0.131 0.074
C 4.204247 -0.146844 3.232840 0.077 0.038 0.031
C 4.551764 2.199015 3.752335 0.008 -0.033 0.001
C -2.875078 1.639345 1.296114 0.110 -0.087 -0.006
C -1.363923 3.882845 1.363534 0.038 0.087 0.059
C 0.985558 -2.698304 1.511631 0.246 0.188 0.126
C 0.336938 -4.961750 1.030476 -0.012 -0.065 -0.012
C 1.319444 -4.039255 1.293527 0.035 -0.133 0.090
C -2.703126 0.109494 -1.634906 0.121 -0.029 0.189
C 2.002551 -0.585460 1.933227 -0.105 0.281 -0.051
C 2.631038 1.551170 2.536085 -0.164 0.199 -0.127
C -3.515587 2.845267 1.255892 0.063 0.098 0.010
C -4.905898 -0.892646 -1.586655 0.050 0.093 -0.080
C -2.724406 4.001170 1.257571 -0.111 0.040 0.002
C -1.680192 1.059054 -2.244923 -0.005 0.055 -0.061
C 2.712413 -2.282005 -2.201172 -0.010 0.101 -0.040
C 1.317687 1.572042 1.855988 0.190 -0.275 0.044
C 0.723470 0.994521 -2.030720 0.018 0.043 -0.043
C 4.964068 0.866678 3.807475 -0.017 0.027 0.001
H 5.164597 2.959379 4.218148 -0.015 -0.007 -0.004
H 2.359988 -4.316292 1.385387 -0.018 -0.012 -0.028
H -3.623871 1.524388 -3.631125 0.012 0.006 -0.001
H 1.986665 -2.820194 -1.603183 -0.017 0.001 0.012
H -5.387354 -1.411710 -2.412784 -0.010 -0.020 0.017
H 2.842776 -2.775664 -3.162751 0.012 -0.015 0.009
H -4.595136 2.890732 1.237171 0.020 0.011 -0.008
H -0.715806 4.744414 1.436365 -0.017 -0.007 -0.021
H -5.656142 -0.322944 -1.039526 -0.012 -0.008 0.011
H 1.423579 1.664452 -1.529278 0.000 0.027 0.032
H 3.669492 -2.246954 -1.681557 0.002 -0.015 0.002
H -3.183899 4.979882 1.209628 0.003 -0.008 0.006
H 0.671151 1.279671 -3.080138 -0.022 0.009 -0.029
H 3.029918 3.590712 3.095220 0.002 -0.013 -0.009
H -2.105343 2.055733 -2.357169 -0.014 0.053 0.021
H -1.807293 -5.259240 0.841977 0.022 -0.008 -0.004
H 2.704371 0.901616 -3.444137 -0.002 0.019 0.006
H 4.092950 -0.005874 -2.840630 0.017 -0.015 0.003
H 5.886461 0.618808 4.315909 -0.011 0.015 -0.007
H -4.429732 -1.610225 -0.930450 0.022 -0.004 0.018
H 3.208466 -0.577879 -4.267827 0.016 -0.009 -0.011
H -3.443436 0.717781 1.279569 -0.009 -0.020 0.011
H -4.547915 0.103454 -4.136870 -0.015 0.002 -0.016
H 4.506898 -1.183986 3.288125 -0.021 0.015 -0.008
H -1.407388 0.686747 -3.235586 0.022 0.000 -0.017
H -5.280861 1.309240 -3.063099 -0.016 -0.002 0.004
H -2.293114 -2.873050 1.197566 -0.015 0.050 -0.017
H 0.596319 -6.000240 0.869071 -0.006 0.015 0.006
```
Forces are in eV/Å.

The evaluated energy above the lowest of the compared OMol25 structures with the same formula, charge and spin for the records listed, in turn: 39.2, 0.0 kcal per mole.